Entry 1:
Computed, not measured: a structure of composition C10H19O5PdS2, with ωB97M-V/def2-TZVPD.

Last column: natural (NBO) charge in e.
Cartesian coordinates (Å):
Pd 0.311 -0.706 0.305  1.147
C -0.416 -0.740 3.015  -0.106
C -0.316 -2.193 2.602  -0.114
O -0.715 -2.304 1.195  -0.537
C -0.157 -3.469 0.498  -0.114
C -0.106 -3.162 -0.983  -0.106
O 0.586 -1.886 -1.254  -0.515
C 2.006 -1.794 -1.646  -0.106
C 2.896 -1.479 -0.463  -0.114
O 2.366 -0.291 0.217  -0.539
C 2.729 -0.198 1.636  -0.114
C 1.686 0.639 2.346  -0.106
O 0.319 0.145 2.088  -0.515
H -0.037 -0.589 4.026  0.253
H -1.443 -0.384 2.961  0.245
H -0.993 -2.794 3.212  0.261
H 0.700 -2.581 2.706  0.200
H -0.805 -4.330 0.672  0.261
H 0.833 -3.677 0.909  0.200
H -1.105 -3.012 -1.390  0.246
H 0.390 -3.959 -1.536  0.253
H 2.027 -0.992 -2.382  0.244
H 2.303 -2.726 -2.126  0.254
H 3.908 -1.266 -0.812  0.260
H 2.931 -2.302 0.255  0.201
H 3.705 0.283 1.722  0.260
H 2.791 -1.209 2.044  0.201
H 1.674 1.659 1.967  0.243
H 1.861 0.659 3.421  0.253
C -5.679 6.575 -3.234  -0.258
O -4.848 5.620 -2.434  -0.366
C -3.814 5.137 -2.926  0.149
S -2.877 5.142 -4.318  0.418
S -2.590 4.077 -2.428  0.341
H -6.493 6.833 -2.568  0.257
H -6.028 6.045 -4.116  0.229
H -5.057 7.434 -3.466  0.230

Output
Total charge: +3
Spin multiplicity: 1
Highest occupied orbital energy: -17.934 eV
Frontier orbital gap: 6.87 eV

Entry 2:
Computed, not measured: a cluster of 2 separate species, C10H20BO5 in total, with ωB97M-V/def2-TZVPD.

Last column: natural (NBO) charge in e.
Cartesian coordinates (Å):
C 1.114 2.082 2.096  -0.614
C 1.504 2.686 0.748  -0.398
C 1.453 1.683 -0.410  -0.371
C 0.064 1.080 -0.651  -0.513
C 0.138 -0.037 -1.712  -0.598
B -1.052 2.245 -0.975  0.655
O -1.626 2.845 0.296  -0.745
C -2.854 2.212 0.494  -0.078
C -3.390 2.020 -0.917  -0.069
O -2.263 1.643 -1.652  -0.742
H 1.558 1.089 2.228  0.187
H 0.031 1.982 2.172  0.225
H 1.455 2.707 2.927  0.181
H 0.823 3.509 0.515  0.221
H 2.512 3.112 0.821  0.169
H 2.198 0.891 -0.226  0.173
H 1.761 2.203 -1.327  0.188
H -0.255 0.625 0.299  0.177
H -0.049 -1.024 -1.286  0.185
H -0.602 0.125 -2.500  0.212
H 1.128 -0.083 -2.182  0.177
H -0.551 3.168 -1.643  -0.159
H -3.504 2.819 1.140  0.145
H -2.732 1.224 0.978  0.125
H -3.806 2.974 -1.288  0.127
H -4.178 1.257 -0.984  0.139
C 0.529 -4.821 -0.432  -0.097
C 0.937 -5.216 0.977  -0.099
O 2.066 -4.376 1.212  -0.503
C 1.991 -3.296 0.378  0.965
O 2.714 -2.363 0.432  -0.547
O 0.991 -3.476 -0.516  -0.478
H -0.544 -4.830 -0.604  0.205
H 1.034 -5.420 -1.194  0.178
H 0.162 -4.983 1.709  0.183
H 1.245 -6.254 1.076  0.193

Output
Total charge: -1
Spin multiplicity: 1
Highest occupied orbital energy: -3.521 eV
Frontier orbital gap: 5.94 eV

Entry 3:
Computed, not measured: a structure of composition C10H20BiO6Se4, with ωB97M-V/def2-TZVPD.

Last column: Löwdin charge in e.
Cartesian coordinates (Å):
Bi 1.391 -1.587 -0.970  1.138
C -1.338 -1.135 2.073  -0.208
C -1.941 -2.201 1.182  -0.175
O -1.687 -2.000 -0.196  -0.192
C -2.596 -1.231 -0.935  -0.189
C -2.301 0.260 -0.957  -0.193
O -0.961 0.467 -1.339  -0.200
C -0.751 1.435 -2.340  -0.198
C 0.700 1.348 -2.801  -0.205
O 1.632 1.336 -1.740  -0.206
C 1.782 2.514 -0.985  -0.180
C 0.970 2.497 0.291  -0.210
O 1.376 1.377 1.023  -0.143
C 0.653 1.186 2.207  -0.201
C 0.805 -0.253 2.652  -0.178
O 0.047 -1.167 1.890  -0.213
H -1.595 -1.352 3.123  0.132
H -1.764 -0.153 1.832  0.103
H -3.022 -2.269 1.364  0.124
H -1.470 -3.158 1.412  0.122
H -3.627 -1.373 -0.575  0.125
H -2.532 -1.605 -1.959  0.136
H -2.482 0.722 0.022  0.114
H -2.997 0.718 -1.671  0.124
H -0.985 2.442 -1.958  0.118
H -1.404 1.248 -3.202  0.130
H 0.894 2.196 -3.474  0.125
H 0.877 0.408 -3.331  0.084
H 1.533 3.401 -1.581  0.127
H 2.837 2.570 -0.708  0.134
H -0.105 2.441 0.080  0.110
H 1.157 3.429 0.849  0.130
H -0.404 1.435 2.044  0.115
H 1.023 1.852 3.003  0.130
H 0.538 -0.329 3.717  0.127
H 1.844 -0.562 2.521  0.120
Se 1.367 -4.364 -0.276  -0.164
Se 2.534 -4.072 1.727  -0.210
Se 4.626 -3.446 0.883  -0.198
Se 4.129 -1.357 -0.005  -0.233
O 1.249 -1.667 -2.895  -0.871

Output
Total charge: -1
Spin multiplicity: 1
Highest occupied orbital energy: -3.487 eV
Frontier orbital gap: 6.03 eV

Entry 4:
Computed, not measured: a cluster of 5 separate species, C10H20Br10 in total in a non-equilibrium geometry, with ωB97M-V/def2-TZVPD.

Last column: Mulliken spin population.
Cartesian coordinates (Å):
Br 15.865 13.200 3.413  0.007
C 17.602 14.185 3.485  0.002
C 17.940 14.374 4.981  -0.043
Br 18.288 12.538 5.765  0.012
H 17.580 15.160 2.999  0.003
H 18.252 13.550 2.883  0.002
H 17.139 14.854 5.545  -0.003
H 18.778 15.050 5.147  0.015
Br 22.840 18.087 6.461  0.192
C 21.810 19.488 7.374  0.098
C 20.363 19.513 7.044  0.317
Br 19.776 17.581 7.436  0.321
H 22.240 20.458 7.124  -0.054
H 22.065 19.518 8.434  0.029
H 20.111 19.832 6.032  -0.042
H 19.810 20.121 7.759  -0.026
Br 19.827 17.489 2.689  0.081
C 20.909 16.919 1.084  0.044
C 21.834 15.687 1.337  0.075
Br 23.138 16.099 2.820  0.059
H 21.596 17.629 0.623  -0.014
H 20.152 16.679 0.338  -0.017
H 22.434 15.301 0.513  -0.007
H 21.237 14.858 1.718  -0.005
Br 23.306 12.597 14.152  0.000
C 23.093 12.649 12.185  0.000
C 24.079 13.738 11.599  -0.001
Br 25.995 13.267 11.972  0.000
H 22.087 12.939 11.882  0.001
H 23.141 11.610 11.859  0.000
H 23.967 14.744 12.005  0.000
H 24.046 13.794 10.511  -0.001
Br 23.703 12.729 4.543  0.004
C 22.137 13.515 5.363  0.013
C 22.318 14.883 6.089  -0.064
Br 22.645 14.622 8.071  0.003
H 21.738 12.787 6.069  0.004
H 21.291 13.455 4.678  0.003
H 21.379 15.437 6.077  -0.032
H 23.162 15.359 5.591  0.023

Output
Total charge: -1
Spin multiplicity: 2
Highest occupied orbital energy (spin up / spin down): -0.156 / -5.841 eV
Frontier orbital gap (spin up / spin down): 2.34 / 8.03 eV

Which E belongs to each record? In order, -1691.69979, -794.17118, -10664.82459, -26133.10984 Ha.